(1)
Formula: C14H54N12O13
Source: OMol25
Level of theory: the ωB97M-V functional and the def2-TZVPD basis

Each line ends with the Mulliken charge.
Geometry (Å):
C (1.96, 1.46, -3.59)  -0.52
C (2.31, 0.79, -4.85)  -0.57
O (1.21, 0.80, -5.80)  -0.49
H (1.78, 2.50, -3.63)  0.76
H (2.87, 1.33, -3.01)  0.25
H (1.13, 0.92, -3.10)  -0.43
H (2.71, -0.19, -4.73)  0.45
H (3.11, 1.41, -5.32)  0.30
H (1.49, 0.25, -6.52)  0.28
C (-1.31, -0.59, 3.60)  -0.64
O (-1.22, 0.12, 4.80)  -0.77
N (-1.82, -1.79, 3.41)  0.04
N (-0.69, -0.07, 2.54)  0.97
H (-2.18, -2.38, 4.23)  0.44
H (-2.40, -2.10, 2.57)  0.22
H (-0.46, 0.91, 2.72)  0.04
H (-0.88, -0.28, 1.50)  -0.36
C (-2.05, 2.17, -4.75)  0.40
O (-3.41, 2.20, -4.58)  -0.80
N (-1.67, 2.73, -5.84)  -0.31
N (-1.17, 1.53, -4.06)  0.15
H (-2.39, 3.22, -6.34)  0.26
H (-0.71, 2.97, -6.21)  0.19
H (-1.53, 1.12, -3.18)  0.11
H (-0.17, 1.65, -4.24)  0.00
C (1.38, -2.46, 4.51)  0.21
O (2.27, -2.79, 5.53)  -0.78
N (0.26, -3.05, 4.24)  -0.30
N (1.57, -1.47, 3.63)  0.38
H (-0.01, -3.90, 4.79)  0.27
H (-0.47, -2.65, 3.58)  0.52
H (2.30, -0.76, 3.84)  0.19
H (0.87, -1.21, 2.95)  -0.18
C (-3.25, -2.67, 0.24)  0.35
O (-2.58, -3.81, -0.14)  -0.68
N (-3.62, -2.42, 1.46)  -0.48
N (-3.43, -1.70, -0.59)  -0.57
H (-3.69, -3.27, 2.16)  0.35
H (-4.30, -1.66, 1.61)  0.06
H (-3.11, -2.00, -1.58)  0.29
H (-4.04, -0.87, -0.55)  0.26
C (1.06, -3.90, 0.93)  0.17
O (0.34, -2.76, 0.78)  -0.66
N (1.61, -4.62, 0.01)  -0.35
N (1.42, -4.23, 2.14)  -0.29
H (1.51, -4.32, -1.01)  0.30
H (1.67, -5.62, 0.12)  0.22
H (1.04, -3.65, 2.96)  0.26
H (1.86, -5.08, 2.45)  0.18
C (-0.44, 0.30, -0.67)  0.02
O (-1.21, 1.07, -1.45)  -0.96
N (-0.91, -0.72, -0.02)  0.68
N (0.73, 0.73, -0.14)  2.42
H (-1.94, -1.04, -0.25)  -0.49
H (-0.34, -1.43, 0.44)  0.44
H (1.27, 1.41, -0.71)  -0.44
H (1.30, 0.18, 0.47)  -0.54
C (2.10, -1.62, -1.90)  0.09
O (2.98, -2.61, -2.32)  -0.63
H (2.72, -0.70, -1.84)  0.01
H (1.58, -1.82, -0.94)  -0.19
H (1.38, -1.41, -2.64)  0.22
H (3.50, -2.88, -1.64)  0.40
C (1.31, 3.62, -1.22)  -0.77
O (2.48, 2.83, -1.02)  -0.57
H (0.50, 3.11, -0.86)  -0.04
H (1.13, 4.02, -2.20)  0.38
H (1.23, 4.38, -0.53)  0.48
H (3.08, 3.06, -1.72)  0.34
C (-2.32, 3.86, -0.58)  -0.24
O (-2.30, 5.23, -0.36)  -0.58
H (-3.34, 3.57, -0.79)  0.38
H (-1.70, 3.31, 0.19)  0.16
H (-1.82, 3.82, -1.54)  -0.03
H (-2.97, 5.44, 0.34)  0.31
C (1.37, 2.32, 2.72)  -0.59
O (0.34, 2.61, 1.75)  -0.60
H (0.97, 1.62, 3.49)  0.23
H (1.78, 3.18, 3.27)  0.40
H (2.26, 1.93, 2.25)  0.05
H (0.30, 2.02, 1.05)  0.31
C (-4.10, 0.65, 2.62)  -0.53
O (-3.08, 1.16, 1.86)  -0.39
H (-4.47, -0.34, 2.27)  0.11
H (-4.97, 1.34, 2.41)  0.27
H (-3.87, 0.76, 3.71)  0.27
H (-2.34, 0.54, 2.00)  0.30
C (4.02, -0.37, 0.65)  -0.90
O (2.73, -0.62, 1.20)  -0.29
H (4.80, -0.16, 1.49)  0.24
H (3.82, 0.52, 0.10)  0.25
H (4.46, -1.12, -0.01)  0.23
H (2.78, -1.54, 1.40)  0.12

Properties
- ΔE to the lowest compared entry with this formula, charge and spin (kcal/mol) = 218.1
- Kohn-Sham gap (eV) = 8.02
- HOMO energy (eV) = -8.21

(2)
Formula: C14H55BrINO25S
Source: OMol25
Level of theory: the ωB97M-V functional and the def2-TZVPD basis

Each line ends with the Mulliken charge.
Geometry (Å):
C (3.18, 7.79, -1.04)  -0.16
C (2.31, 7.19, -1.62)  -1.40
C (1.21, 6.41, -2.09)  0.75
C (0.01, 7.01, -2.46)  -0.22
C (-1.02, 6.22, -2.91)  -1.56
I (-2.77, 7.25, -3.48)  0.21
C (-0.90, 4.84, -2.96)  0.89
Br (-2.38, 3.79, -3.55)  -0.21
C (0.30, 4.22, -2.60)  0.38
C (1.35, 5.02, -2.19)  0.43
S (2.90, 4.25, -1.85)  -0.36
C (2.31, 2.74, -1.14)  0.85
C (3.01, 2.13, -0.11)  -0.75
C (2.56, 0.93, 0.42)  -1.02
C (1.41, 0.36, -0.12)  -0.91
C (0.72, 0.99, -1.13)  1.45
O (-0.43, 0.38, -1.66)  -0.79
C (1.16, 2.19, -1.66)  -0.39
N (0.46, 2.82, -2.73)  -0.26
H (3.96, 8.32, -0.54)  0.45
H (-0.05, 8.09, -2.42)  0.60
H (3.89, 2.61, 0.28)  0.43
H (3.11, 0.47, 1.22)  0.66
H (1.05, -0.59, 0.27)  0.49
H (-1.18, 0.95, -1.42)  0.21
H (-0.45, 2.39, -2.83)  0.15
O (0.45, 9.38, 0.11)  -0.63
H (0.89, 8.68, -0.38)  0.20
H (-0.43, 9.03, 0.28)  0.31
O (1.15, 1.55, 3.28)  -0.59
H (0.51, 1.17, 2.68)  0.29
H (0.64, 1.83, 4.05)  0.30
O (-1.55, -1.57, 0.09)  -0.40
H (-1.29, -2.46, -0.16)  0.35
H (-1.07, -1.01, -0.53)  0.18
O (-1.98, -2.18, 2.82)  -0.57
H (-2.42, -2.10, 1.97)  0.28
H (-1.86, -3.12, 2.94)  0.28
O (4.35, -1.61, 0.45)  -0.59
H (4.57, -1.35, -0.45)  0.32
H (4.55, -2.55, 0.48)  0.27
O (1.22, 9.67, -3.75)  -0.58
H (0.67, 10.25, -4.29)  0.28
H (1.85, 10.26, -3.32)  0.30
O (-4.72, -2.01, 2.34)  -0.56
H (-5.24, -1.35, 1.85)  0.29
H (-4.11, -1.49, 2.87)  0.33
O (-2.14, -4.89, 4.37)  -0.58
H (-1.99, -5.51, 5.08)  0.25
H (-2.79, -4.27, 4.74)  0.34
O (0.31, -6.63, 3.19)  -0.67
H (0.91, -6.83, 3.91)  0.31
H (-0.30, -5.98, 3.56)  0.31
O (-0.92, -7.17, 0.37)  -0.64
H (-0.32, -7.35, 1.10)  0.32
H (-1.54, -6.52, 0.73)  0.30
O (-2.99, 5.85, 0.05)  -0.60
H (-2.65, 5.99, -0.84)  0.36
H (-2.77, 4.94, 0.26)  0.29
O (-4.57, -5.18, 2.75)  -0.63
H (-3.62, -5.24, 2.90)  0.29
H (-4.70, -4.32, 2.34)  0.32
O (-5.19, 0.05, 0.19)  -0.65
H (-4.25, -0.09, 0.35)  0.34
H (-5.25, 0.92, -0.24)  0.34
O (0.64, -9.51, 3.70)  -0.65
H (0.29, -8.63, 3.53)  0.35
H (0.07, -10.08, 3.17)  0.39
O (0.56, 7.36, 2.37)  -0.62
H (1.38, 7.76, 2.06)  0.32
H (-0.01, 8.11, 2.55)  0.30
O (7.09, -1.37, -0.45)  -0.69
H (6.53, -0.80, 0.09)  0.33
H (7.95, -1.34, -0.01)  0.31
O (-1.83, -2.43, -2.69)  -0.68
H (-1.03, -1.98, -2.99)  0.35
H (-2.40, -1.73, -2.35)  0.32
O (-5.83, 2.48, -1.29)  -0.64
H (-6.46, 2.22, -1.97)  0.30
H (-5.53, 3.36, -1.55)  0.31
O (7.93, -4.13, -0.43)  -0.64
H (7.52, -3.27, -0.56)  0.36
H (7.29, -4.77, -0.78)  0.36
O (0.64, -1.34, -3.49)  -0.75
H (0.35, -0.47, -3.19)  0.44
H (0.07, -1.51, -4.25)  0.27
O (-1.43, -10.42, 1.71)  -0.64
H (-1.68, -9.52, 1.47)  0.33
H (-2.00, -10.98, 1.18)  0.30
O (-4.13, -4.55, 6.76)  -0.64
H (-4.72, -4.91, 6.08)  0.34
H (-4.71, -4.24, 7.46)  0.29
O (6.68, -6.23, -2.13)  -0.64
H (6.92, -6.00, -3.03)  0.32
H (6.85, -7.18, -2.06)  0.32
O (-1.18, 0.03, -5.27)  -0.54
H (-1.90, -0.36, -5.78)  0.29
H (-1.03, 0.89, -5.68)  0.27

Properties
- Kohn-Sham gap (eV) = 7.94
- HOMO energy (eV) = -8.46

(3)
Formula: C14H56CrF6N25O20S2
Source: OMol25
Level of theory: the ωB97M-V functional and the def2-TZVPD basis

Each line ends with the Löwdin spin population.
Geometry (Å):
Cr (0.58, -3.50, 0.48)  3.84
C (1.10, 0.26, 2.46)  0.00
F (-0.22, 0.51, 2.39)  0.00
F (1.71, 1.34, 2.80)  0.00
F (1.33, -0.69, 3.42)  0.00
S (1.67, -0.57, 0.86)  0.01
O (2.23, 0.59, 0.08)  0.01
O (2.64, -1.59, 1.34)  0.02
N (0.21, -1.44, 0.26)  0.02
S (-0.52, -0.35, -0.73)  0.01
O (-0.46, 1.06, -0.36)  0.00
O (-0.14, -0.58, -2.15)  0.00
C (-2.39, -0.72, -0.54)  0.00
F (-2.78, -0.61, 0.74)  0.00
F (-3.14, 0.09, -1.36)  0.00
F (-2.53, -1.97, -0.98)  0.00
C (3.17, 5.22, 2.64)  0.00
O (4.26, 5.54, 2.24)  0.00
N (2.33, 5.84, 3.42)  0.00
N (2.45, 4.28, 2.05)  0.00
H (2.50, 6.82, 3.57)  0.00
H (1.51, 5.40, 3.81)  0.00
H (2.92, 3.65, 1.41)  0.00
H (1.56, 3.97, 2.43)  0.00
C (1.34, -3.82, 3.76)  0.00
O (1.09, -3.94, 2.53)  0.02
N (2.33, -3.21, 4.21)  0.00
N (0.61, -4.32, 4.65)  0.00
H (2.50, -3.16, 5.21)  0.00
H (3.09, -2.87, 3.64)  0.00
H (0.76, -4.29, 5.64)  0.00
H (-0.21, -4.68, 4.16)  0.00
C (2.02, 0.78, -4.79)  0.00
O (2.02, 1.95, -5.11)  0.00
N (1.23, -0.15, -5.21)  0.00
N (3.00, 0.36, -4.02)  0.00
H (1.45, -0.92, -4.59)  0.00
H (0.47, 0.12, -5.81)  0.00
H (3.02, -0.64, -3.86)  0.00
H (3.68, 0.97, -3.60)  0.00
C (5.23, -1.21, -1.09)  0.00
O (4.45, -2.07, -1.57)  0.00
N (6.32, -1.48, -0.60)  0.00
N (4.96, 0.04, -1.03)  0.00
H (6.48, -0.79, 0.12)  0.00
H (6.53, -2.47, -0.66)  0.00
H (5.50, 0.65, -0.43)  0.00
H (3.99, 0.22, -1.23)  0.00
C (-4.82, -3.48, 1.97)  0.00
O (-4.40, -3.36, 3.09)  0.00
N (-5.10, -4.71, 1.60)  0.00
N (-5.10, -2.48, 1.25)  0.00
H (-4.93, -5.46, 2.26)  0.00
H (-5.49, -4.84, 0.68)  0.00
H (-5.44, -2.61, 0.30)  0.00
H (-4.89, -1.56, 1.61)  0.00
C (1.26, 5.51, -0.72)  0.00
O (0.57, 5.91, 0.25)  0.00
N (1.48, 4.30, -1.11)  0.00
N (2.08, 6.18, -1.55)  0.00
H (0.76, 3.70, -0.73)  0.00
H (1.92, 4.16, -2.01)  0.00
H (2.31, 7.14, -1.36)  0.00
H (2.57, 5.68, -2.28)  0.00
C (-1.36, -0.28, 6.26)  0.00
O (-2.39, -0.28, 6.94)  0.00
N (-0.17, 0.31, 6.46)  0.00
N (-1.34, -0.90, 5.00)  0.00
H (0.64, -0.05, 5.96)  0.00
H (-0.21, 1.04, 7.15)  0.00
H (-2.21, -1.35, 4.75)  0.00
H (-0.54, -0.73, 4.41)  0.00
C (-1.62, 3.41, -3.45)  0.00
O (-2.19, 4.35, -2.99)  0.00
N (-1.74, 2.20, -3.02)  0.00
N (-0.78, 3.55, -4.44)  0.00
H (-2.40, 2.27, -2.25)  0.00
H (-1.41, 1.33, -3.40)  0.00
H (-0.38, 2.77, -4.95)  0.00
H (-0.72, 4.46, -4.87)  0.00
C (5.62, -3.64, 3.06)  0.00
O (6.09, -2.91, 3.84)  0.00
N (5.79, -4.98, 3.05)  0.00
N (5.13, -3.21, 2.00)  0.00
H (5.44, -5.37, 2.19)  0.00
H (6.50, -5.22, 3.72)  0.00
H (4.88, -3.85, 1.27)  0.00
H (4.88, -2.23, 2.10)  0.00
C (-2.79, -1.21, -5.14)  0.00
O (-1.66, -0.89, -5.33)  0.00
N (-3.65, -1.15, -6.09)  0.00
N (-3.33, -1.35, -4.02)  0.00
H (-3.16, -0.78, -6.89)  0.00
H (-4.61, -1.14, -5.76)  0.00
H (-2.73, -1.45, -3.21)  0.00
H (-4.25, -1.73, -3.87)  0.00
C (-2.27, 3.51, 0.47)  0.00
O (-3.09, 2.69, -0.02)  0.00
N (-1.84, 3.31, 1.65)  0.00
N (-1.75, 4.59, -0.05)  0.00
H (-1.24, 3.96, 2.14)  0.00
H (-2.21, 2.51, 2.14)  0.00
H (-0.97, 5.01, 0.43)  0.00
H (-2.04, 4.98, -0.94)  0.00
C (-6.20, 1.63, -0.71)  0.00
O (-7.22, 0.96, -0.86)  0.00
N (-5.71, 2.64, -1.42)  0.00
N (-5.37, 1.40, 0.18)  0.00
H (-6.04, 2.67, -2.38)  0.00
H (-4.84, 3.02, -1.09)  0.00
H (-5.51, 0.61, 0.79)  0.00
H (-4.48, 1.88, 0.12)  0.00
O (2.20, -2.33, -3.52)  0.00
H (2.68, -2.53, -2.71)  0.00
H (1.32, -2.66, -3.37)  0.00
O (-0.46, -3.73, -1.43)  0.02
H (-0.38, -3.32, -2.29)  0.00
H (-0.87, -4.57, -1.61)  0.00
O (-0.57, -3.10, -3.93)  0.00
H (-0.63, -2.20, -4.26)  0.00
H (-1.21, -3.59, -4.46)  0.00
O (-1.38, -3.45, 1.53)  0.04
H (-2.05, -3.97, 1.97)  0.00
H (-1.83, -2.64, 1.28)  0.00

Properties
- <S²> = 6.01
- Kohn-Sham gap (spin up / spin down) (eV) = 5.69 / 6.30
- HOMO energy (spin up / spin down) (eV) = -10.66 / -10.66
- total charge = +1
- spin multiplicity = 5

(4)
Formula: C14H56N28O14
Source: OMol25
Level of theory: the ωB97M-V functional and the def2-TZVPD basis

Each line ends with the Mulliken charge.
Geometry (Å):
C (-4.04, 4.17, -0.23)  0.43
O (-3.72, 4.22, -1.42)  -0.72
N (-5.15, 4.76, 0.23)  -0.42
N (-3.31, 3.57, 0.75)  0.11
H (-5.43, 4.88, 1.18)  0.15
H (-5.75, 5.24, -0.42)  0.23
H (-2.31, 3.43, 0.77)  -0.12
H (-3.89, 3.20, 1.48)  0.20
C (-4.58, 0.40, 3.00)  0.55
O (-4.48, 0.42, 4.23)  -0.69
N (-3.47, 0.61, 2.25)  0.28
N (-5.70, 0.15, 2.26)  -0.44
H (-2.75, 1.06, 2.80)  -0.29
H (-3.46, 0.21, 1.33)  0.10
H (-5.52, -0.12, 1.31)  0.19
H (-6.47, -0.12, 2.85)  0.28
C (-0.99, -1.00, 5.71)  0.45
O (0.25, -0.94, 5.74)  -0.65
N (-1.72, -1.23, 6.81)  -0.38
N (-1.64, -1.03, 4.53)  0.12
H (-2.72, -1.17, 6.72)  0.15
H (-1.31, -1.29, 7.72)  0.23
H (-1.09, -1.21, 3.70)  -0.13
H (-2.64, -0.90, 4.51)  0.07
C (-0.79, 3.05, 3.50)  0.48
O (-1.15, 2.62, 2.40)  -0.30
N (-1.62, 3.59, 4.43)  -0.44
N (0.52, 3.08, 3.83)  -0.46
H (-1.19, 3.80, 5.31)  0.15
H (-2.51, 3.91, 4.08)  0.23
H (1.10, 2.49, 3.26)  0.20
H (0.79, 3.42, 4.73)  0.17
C (-1.53, -1.11, -4.54)  0.48
O (-1.94, -1.81, -5.46)  -0.75
N (-1.02, -1.51, -3.36)  0.01
N (-1.69, 0.24, -4.58)  -0.26
H (-0.78, -0.97, -2.55)  -0.11
H (-1.02, -2.52, -3.29)  0.02
H (-2.30, 0.57, -5.31)  0.23
H (-1.57, 0.80, -3.75)  0.12
C (1.96, -1.76, -4.71)  0.68
O (2.28, -2.96, -4.84)  -0.90
N (2.22, -1.01, -3.64)  0.41
N (1.57, -1.04, -5.81)  -0.28
H (2.64, -1.52, -2.87)  -0.02
H (1.98, -0.03, -3.73)  -0.17
H (1.29, -0.09, -5.60)  0.13
H (1.55, -1.42, -6.73)  0.22
C (0.98, -4.72, -1.82)  0.32
O (0.05, -3.91, -1.89)  -0.63
N (1.77, -5.07, -2.84)  -0.31
N (1.26, -5.45, -0.67)  -0.24
H (2.26, -5.95, -2.86)  0.18
H (1.84, -4.37, -3.59)  0.28
H (0.55, -5.42, 0.04)  0.12
H (1.97, -6.16, -0.61)  0.22
C (3.75, -2.46, -0.31)  0.49
O (3.44, -1.66, -1.22)  -0.84
N (4.51, -2.07, 0.72)  -0.43
N (3.61, -3.76, -0.50)  -0.32
H (4.49, -1.09, 0.97)  0.23
H (4.89, -2.79, 1.30)  0.18
H (3.12, -4.04, -1.33)  0.23
H (3.98, -4.46, 0.11)  0.20
C (2.80, 2.57, -4.38)  0.75
O (1.73, 1.95, -4.31)  -0.60
N (3.89, 2.10, -5.04)  -0.38
N (2.97, 3.75, -3.75)  -0.29
H (4.68, 2.71, -4.89)  0.13
H (3.96, 1.23, -5.53)  0.21
H (3.86, 4.20, -3.80)  0.15
H (2.25, 4.13, -3.13)  0.12
C (-0.11, 4.67, -1.65)  0.59
O (1.14, 4.67, -1.75)  -0.93
N (-0.93, 3.81, -2.24)  -0.05
N (-0.77, 5.68, -1.04)  -0.34
H (-1.92, 3.99, -2.14)  0.38
H (-0.55, 3.02, -2.74)  -0.04
H (-0.20, 6.45, -0.73)  0.24
H (-1.77, 5.78, -0.97)  0.13
C (1.90, -3.53, 3.64)  0.37
O (2.94, -3.98, 4.17)  -0.74
N (0.75, -4.21, 3.84)  -0.22
N (2.02, -2.43, 2.86)  -0.05
H (0.82, -5.06, 4.36)  0.25
H (0.08, -4.19, 3.09)  0.12
H (1.15, -1.92, 2.76)  0.02
H (2.92, -2.00, 2.82)  0.19
C (-1.50, -2.80, 1.57)  0.46
O (-0.54, -2.12, 1.89)  -0.10
N (-1.58, -3.71, 0.56)  -0.29
N (-2.75, -2.65, 2.12)  -0.38
H (-0.83, -3.91, -0.10)  -0.05
H (-2.48, -4.02, 0.26)  0.11
H (-2.99, -2.01, 2.85)  0.05
H (-3.44, -3.28, 1.76)  0.19
C (3.29, 1.95, -0.05)  0.54
O (4.09, 1.45, 0.77)  -0.79
N (2.85, 1.21, -1.07)  0.45
N (2.81, 3.21, 0.10)  -0.29
H (2.04, 1.58, -1.56)  -0.36
H (3.21, 0.31, -1.31)  0.16
H (2.05, 3.59, -0.44)  0.21
H (2.92, 3.57, 1.03)  0.25
C (-0.09, 0.33, -0.70)  0.22
O (-0.08, 1.03, -1.72)  0.19
N (-0.58, 0.74, 0.50)  0.73
N (0.52, -0.86, -0.63)  1.28
H (-0.68, 0.10, 1.27)  -0.43
H (-0.98, 1.66, 0.49)  -0.49
H (1.07, -1.24, -1.39)  -0.56
H (0.70, -1.23, 0.29)  -0.31

Properties
- ΔE to the lowest compared entry with this formula, charge and spin (kcal/mol) = 54.3
- Kohn-Sham gap (eV) = 8.42
- HOMO energy (eV) = -8.63